Molecular formula: C5H14N3
Method: DFT, the ωB97M-V functional and the def2-TZVPD basis

Energy relative to the best compared isomer or geometry (same formula, charge and spin)   255.6 kJ/mol
LUMO level   -2.8 eV
Spin multiplicity   1
Charge   +1

Positions of all 22 atoms, in Å:
C  -0.096  -0.079  -0.578
C  2.126  -0.889  -1.092
C  1.246  -1.190  1.182
C  -2.523  0.544  0.033
C  -0.535  1.349  1.486
N  0.993  -0.682  -0.184
N  -1.160  0.400  0.514
N  -0.367  0.157  -1.867
H  2.245  -1.809  -1.669
H  2.090  -0.096  -1.770
H  3.055  -0.877  -0.555
H  2.106  -1.869  1.086
H  1.588  -0.413  1.945
H  0.378  -1.490  1.678
H  -3.037  -0.424  -0.460
H  -3.168  0.744  0.919
H  -2.669  1.351  -0.730
H  -1.431  1.883  1.766
H  -0.058  0.815  2.220
H  0.165  2.125  0.947
H  0.258  -0.139  -2.636
H  -1.206  0.589  -2.234